DFT (ωB97M-V with the def2-TZVPD basis set) results for a cluster of 3 separate species, C34H80ClN6O10P2S in total at a distorted geometry.

Structure (XYZ):
```
134
Properties=species:S:1:pos:R:3:lowdin_charge:R:1
C -3.270 -3.034 1.091 -0.15
C -4.008 -3.094 -0.372 -0.25
C -3.519 -1.956 -1.446 -0.21
C -2.841 -0.618 -0.784 -0.20
C -1.176 -0.681 -0.922 -0.21
C -0.764 0.322 -2.152 -0.20
C 0.817 0.128 -2.663 -0.42
P 0.550 -0.512 -4.443 0.79
O 1.872 -0.822 -5.252 -0.51
C 1.831 -0.745 -1.671 -0.07
C 2.540 0.360 -0.635 -0.21
C 2.424 -0.345 0.842 -0.17
C 3.345 -1.733 0.979 -0.19
P 5.172 -1.350 1.443 0.77
O 5.793 -2.544 2.318 -0.37
O 5.390 0.117 2.357 -0.32
C 4.976 -0.028 3.761 -0.26
C 4.141 1.250 4.371 -0.11
O 6.064 -1.276 -0.066 -0.29
C 7.259 -0.395 0.071 -0.25
C 6.873 1.155 -0.414 -0.11
N 1.779 1.651 -0.915 -0.04
C 2.390 2.980 -0.530 -0.05
C 1.845 3.616 0.880 -0.56
N 0.322 3.778 0.944 0.04
N 2.355 2.938 2.132 0.05
N 2.396 5.057 0.931 0.05
C 1.576 1.602 -2.445 -0.20
C 2.986 1.873 -3.243 -0.12
C 3.058 3.379 -3.964 -0.16
C 4.153 4.365 -3.185 -0.23
C 5.408 4.825 -4.138 -0.27
S 4.975 6.139 -5.409 0.48
O 6.106 7.227 -5.383 -0.41
O 3.655 6.852 -5.005 -0.41
Cl 4.827 5.215 -7.276 0.34
H -2.133 -2.756 1.065 0.07
H -3.501 -4.044 1.668 0.09
H -3.826 -2.188 1.713 0.08
H -5.178 -3.080 -0.335 0.11
H -3.712 -4.148 -0.848 0.11
H -4.504 -1.586 -2.010 0.09
H -2.841 -2.429 -2.304 0.12
H -3.183 0.299 -1.467 0.11
H -3.202 -0.360 0.299 0.11
H -0.646 -0.443 0.104 0.09
H -0.938 -1.825 -1.152 0.12
H -1.512 0.075 -3.048 0.10
H -0.977 1.425 -1.826 0.12
H -0.393 0.348 -5.158 0.04
H -0.149 -1.798 -4.309 0.05
H 2.745 -0.935 -2.413 0.14
H 1.416 -1.736 -1.190 0.13
H 3.685 0.428 -0.883 0.15
H 1.308 -0.516 1.204 0.12
H 2.895 0.401 1.642 0.09
H 2.847 -2.328 1.886 0.12
H 3.328 -2.391 0.011 0.11
H 5.930 -0.174 4.453 0.15
H 4.245 -0.968 3.800 0.12
H 4.598 2.261 3.951 0.08
H 2.979 1.220 4.113 0.06
H 4.183 1.299 5.563 0.10
H 8.123 -0.796 -0.645 0.14
H 7.703 -0.413 1.161 0.13
H 7.051 1.303 -1.571 0.08
H 5.743 1.392 -0.136 0.05
H 7.523 1.949 0.166 0.09
H 0.940 1.536 -0.305 0.17
H 2.069 3.750 -1.383 0.16
H 3.559 2.863 -0.465 0.14
H 0.120 4.543 1.652 0.10
H -0.012 2.903 1.434 0.08
H 3.346 3.287 2.258 0.09
H 1.781 3.172 2.982 0.10
H 3.269 4.988 0.325 0.08
H 1.676 5.661 0.477 0.09
H 0.835 2.428 -2.868 0.17
H 3.950 1.830 -2.540 0.11
H 3.208 1.109 -4.116 0.13
H 1.990 3.911 -3.986 0.13
H 3.412 3.247 -5.074 0.11
H 4.606 3.884 -2.219 0.10
H 3.558 5.331 -2.853 0.12
H 6.212 5.322 -3.411 0.14
H 5.966 3.924 -4.652 0.12
C 2.307 -3.508 9.182 -0.11
O 0.940 -3.573 8.805 -0.20
C 0.095 -2.754 9.624 -0.20
C -0.486 -1.596 8.797 -0.20
N 0.554 -0.619 8.456 -0.05
C 0.118 0.377 7.471 -0.20
C -0.212 -0.133 6.055 -0.22
O 0.923 -0.631 5.342 -0.21
C 1.220 -1.999 5.587 -0.09
H 2.860 -4.243 8.590 0.09
H 2.721 -2.520 8.973 0.08
H 2.432 -3.753 10.243 0.09
H 0.612 -2.390 10.519 0.12
H -0.731 -3.392 9.957 0.12
H -1.272 -1.099 9.376 0.12
H -0.936 -2.021 7.896 0.10
H 1.360 -1.111 8.078 0.07
H 0.933 1.106 7.384 0.11
H -0.747 0.920 7.869 0.12
H -0.569 0.727 5.477 0.11
H -1.031 -0.859 6.045 0.11
H 0.325 -2.590 5.803 0.09
H 1.942 -2.086 6.400 0.07
H 1.692 -2.409 4.689 0.08
C -9.945 -4.061 -5.992 -0.11
O -9.203 -3.117 -6.751 -0.20
C -9.782 -1.807 -6.732 -0.20
C -8.863 -0.831 -5.981 -0.20
N -8.850 -1.120 -4.542 -0.05
C -7.813 -0.385 -3.809 -0.19
C -6.346 -0.724 -4.138 -0.22
O -5.959 -2.046 -3.756 -0.22
C -6.235 -3.046 -4.727 -0.09
H -9.506 -5.049 -6.153 0.09
H -9.887 -3.831 -4.926 0.08
H -10.991 -4.089 -6.316 0.09
H -10.796 -1.807 -6.314 0.12
H -9.856 -1.481 -7.775 0.12
H -9.217 0.193 -6.140 0.12
H -7.860 -0.921 -6.408 0.10
H -8.694 -2.116 -4.406 0.07
H -7.976 -0.597 -2.745 0.12
H -7.974 0.691 -3.942 0.12
H -5.718 -0.050 -3.544 0.11
H -6.090 -0.527 -5.184 0.11
H -6.180 -2.663 -5.751 0.09
H -7.213 -3.492 -4.538 0.07
H -5.490 -3.840 -4.617 0.09
```

Values from the calculation:
* E_HOMO: -10.25 eV
* LUMO level: -2.950 eV
* net charge: +1